72
Properties=species:S:1:pos:R:3:forces:R:3:lowdin_charge:R:1 method="wB97M-V/def2-TZVPD" fmax_ha_per_bohr=0.031 total_charge=-1 e_homo_ev=-3.5 gap_ev=5.8 e_tot_ev=-189659.1867
N -1.94240 0.26246 2.99138 0.1 0.0 -0.6 -0.0264
C 1.66643 -0.22041 -2.41157 0.0 -0.2 0.0 -0.3309
C -1.44831 -1.38865 -2.78223 -0.1 -0.1 0.4 -0.6999
H -5.19412 2.06604 0.57269 0.0 0.0 0.0 0.0766
C 1.98978 -1.42255 -1.76875 -0.1 0.1 -0.3 -0.1933
C -1.23978 -2.62046 -3.40138 0.0 0.0 0.0 -0.7169
C -1.47186 -1.19935 -1.40142 0.4 -0.2 0.5 -0.2207
C 1.36665 0.03978 1.58915 0.1 0.1 -0.1 -0.1443
S -1.16564 2.91681 0.70676 0.1 -0.5 0.5 0.5158
C 5.91106 2.36420 -1.33747 0.1 0.0 0.0 -0.1138
C -2.63099 -0.00795 5.08488 -0.7 -0.2 -0.3 -0.6264
N -3.52106 2.41350 -0.62767 0.2 0.1 -0.3 -0.1588
H -0.68843 1.00009 6.65226 0.0 0.0 0.0 0.0688
H 1.40850 0.79654 -4.27429 0.0 -0.1 -0.1 0.0913
C -2.12433 2.43056 -0.62585 -0.1 0.2 -0.2 -0.8948
H 3.02855 2.55440 -3.10604 0.1 0.0 -0.1 0.0890
C 1.65881 -0.14223 -3.79305 0.0 0.1 0.1 -0.1369
C 2.30996 -2.37783 0.56511 0.0 0.0 -0.1 -0.0408
H -2.85337 2.74055 -3.81470 0.0 0.0 0.0 0.0926
S -4.11644 -0.35965 4.18640 0.5 0.1 -0.1 1.0136
C -3.17027 -0.05845 2.72371 -0.2 -0.1 0.3 -0.7523
H -2.92944 -1.07096 6.89197 -0.1 0.1 0.1 0.1024
C -3.97465 2.54247 -1.93852 -0.1 0.0 0.0 -0.0921
C 1.94692 -1.27043 -4.54829 0.0 0.1 -0.1 -0.1063
H 2.50797 -2.98644 2.60732 -0.1 0.0 0.0 0.0980
H 6.07846 1.55270 0.63898 0.0 0.0 0.0 0.0961
H 6.96534 2.59864 -1.41909 0.0 0.0 0.0 0.0916
H 3.68431 0.97870 0.80518 0.1 0.0 0.0 0.0914
H 5.43006 3.12316 -3.28738 0.0 0.0 0.0 0.0942
C 2.29474 -2.54379 -2.53286 0.0 0.0 0.1 -0.0278
H -1.06777 0.10819 8.14151 0.0 0.0 0.0 0.0646
H -0.48912 -0.74475 6.69581 0.1 0.0 0.0 0.0715
H 1.89282 -1.22664 -5.62869 0.0 0.0 0.0 0.0979
C 5.05061 2.65224 -2.38841 0.0 0.0 0.0 -0.1044
C 3.20061 1.70890 -1.14957 0.0 0.2 0.1 -0.3484
C -0.97419 -3.73943 -2.62399 0.0 0.0 0.0 -0.7309
C -1.10583 0.07880 7.05249 -0.1 0.0 0.0 -0.1195
N -1.78324 2.66771 -1.94838 -0.4 0.1 0.0 -0.0018
Pd -1.25235 0.48600 -0.01120 0.2 0.8 -0.9 0.2823
Cl -1.68670 -0.01533 -3.80999 -0.1 0.2 -0.3 0.6961
C -2.54568 -0.09750 6.57501 0.2 0.1 0.0 -0.2613
N -1.65701 0.28652 4.31007 0.3 0.1 0.5 0.0038
H 1.00633 0.97999 1.98676 -0.1 0.0 0.0 0.0857
H -0.83020 2.59180 -2.25616 0.0 -0.1 0.0 0.0547
C 1.49172 -0.13508 0.21777 0.0 -0.1 0.2 -0.3907
H 2.53129 -3.48655 -2.05331 0.0 0.0 0.0 0.1083
C 1.71877 -0.99679 2.44522 0.0 0.0 0.1 -0.1052
C 3.70644 2.33420 -2.28642 -0.1 0.0 0.0 -0.1321
Cl -1.29736 -2.78690 -5.12266 0.0 0.0 -0.1 0.6432
C -1.21939 -2.37197 -0.67306 -0.1 0.1 -0.4 -0.7013
H -4.69790 3.77194 0.43915 0.0 0.0 0.0 0.0868
C -4.33848 2.73881 0.51143 0.0 0.1 0.0 -0.0920
C 1.94020 -1.35979 -0.30435 0.0 0.1 0.3 -0.2141
C -2.91065 2.66576 -2.74486 0.0 0.1 0.0 -0.1698
C 4.06564 1.44762 -0.09381 -0.1 0.0 0.0 -0.0925
H -3.18323 0.67208 7.01978 -0.1 -0.1 0.0 0.1044
H 1.60365 -0.86617 3.51361 0.0 0.0 0.0 0.0988
Cl -1.21255 -2.23078 1.05319 0.1 -0.4 0.4 0.7302
H 2.46833 -3.34740 -4.50902 0.0 0.0 0.0 0.1006
C 2.20660 -2.19129 1.93601 0.0 0.0 0.0 -0.0998
N -3.68421 -0.09736 1.47281 0.5 0.2 -0.5 0.0470
Cl -0.68557 -5.27497 -3.36033 0.0 0.0 0.0 0.6404
C -0.94603 -3.60994 -1.23993 0.0 0.0 0.1 -0.7203
H -3.73353 2.64204 1.40779 0.0 0.0 0.0 0.0374
C 5.41321 1.77022 -0.18807 0.1 0.0 0.0 -0.0957
H -5.02588 2.52781 -2.16377 0.0 0.0 -0.1 0.1065
C 2.26219 -2.46485 -3.91607 0.0 -0.1 -0.1 -0.0957
As 1.25694 1.22265 -1.15391 0.6 -0.2 -0.4 1.3211
Cl -0.56077 -4.97995 -0.25707 0.0 -0.1 0.0 0.6436
H -4.45620 -0.71904 1.30382 0.0 -0.1 0.0 0.0869
H -2.92755 -0.00373 0.68051 -1.2 -0.3 1.0 0.0210
H 2.67956 -3.31854 0.17504 0.0 0.0 0.0 0.1039